Below is a molecular structure, C20H25KN3O3S2, with properties calculated with ωB97M-V/def2-TZVPD.

Summary:
net charge: +1
F_max: 0.0019 hartree/bohr
frontier orbital gap: 9.38 eV
energy above the lowest of the compared OMol25 structures with the same formula, charge and spin: 0.0 kcal/mol

The geometry in XYZ format:
```
54
Properties=species:S:1:pos:R:3:lowdin_charge:R:1
K 1.56925 -1.38180 0.95368 0.90
O 1.31922 1.16413 1.36342 -0.65
S 1.45324 2.62355 1.68358 1.01
C 1.97921 3.46168 0.16375 -0.32
C 1.05601 3.39343 -1.04760 -0.21
C 0.82009 2.00830 -1.65573 -0.23
C 2.08134 1.39961 -2.24624 -0.32
S 1.89587 -0.31597 -2.80510 1.00
O 1.35689 -1.07697 -1.62911 -0.64
C 0.53227 -0.06518 -3.92887 -0.41
C 0.79217 0.50293 -5.16863 -0.08
C -0.25950 0.71604 -6.04559 -0.07
C -1.54896 0.34415 -5.68550 -0.07
C -1.78973 -0.24307 -4.45160 -0.06
C -0.74421 -0.45225 -3.56252 -0.08
C -0.20091 3.28984 1.77580 -0.40
C -1.28535 2.50667 1.42223 -0.07
C -2.56054 3.05043 1.49425 -0.06
C -2.73653 4.36028 1.91679 -0.07
C -1.64043 5.13160 2.28271 -0.06
C -0.36421 4.59445 2.22201 -0.08
H 2.97103 3.04685 -0.02994 0.09
H 2.12959 4.50058 0.46860 0.10
H 1.48097 4.05337 -1.81023 0.12
H 0.09135 3.82808 -0.77897 0.11
H 0.07441 2.11045 -2.44608 0.12
H 0.41228 1.33019 -0.90676 0.09
H 2.89576 1.34014 -1.52024 0.09
H 2.44877 1.95966 -3.11060 0.10
H 1.80422 0.76901 -5.45201 0.11
H -0.07164 1.15993 -7.01385 0.11
H -2.36668 0.50398 -6.37540 0.11
H -2.79384 -0.54154 -4.18106 0.11
H -0.90101 -0.91273 -2.59589 0.11
H -1.12218 1.48560 1.10314 0.11
H -3.41771 2.44919 1.22161 0.11
H -3.73195 4.78008 1.97208 0.11
H -1.78128 6.14737 2.62648 0.11
H 0.49226 5.18464 2.52722 0.12
C -0.63191 -6.62789 4.10994 -0.02
N -0.03063 -5.41629 3.59696 -0.09
C 1.26148 -4.89488 3.99398 -0.02
C 1.41359 -3.72735 3.02211 -0.50
O 2.35997 -2.96102 3.00234 -0.02
N 0.33025 -3.68516 2.18216 0.11
C -0.45433 -4.69768 2.54500 -0.42
N -1.59951 -4.97415 1.91312 0.21
H -0.23201 -6.82299 5.10182 0.10
H -0.42210 -7.49236 3.47553 0.10
H -1.71034 -6.50571 4.21653 0.09
H 2.06657 -5.61834 3.85072 0.14
H 1.27306 -4.54740 5.02765 0.14
H -1.83012 -4.43664 1.09725 0.12
H -2.13351 -5.79883 2.11507 0.11
```


Below is C20H25N3O3 in the gas phase, with properties calculated with ωB97M-V/def2-TZVPD.

Summary:
SMILES: CCOc1ccc(N2C[C@@H](C(=O)NCc3ccc(C)n3C)CC2=O)cc1
F_max: 0.0107 hartree/bohr
frontier orbital gap: 8.43 eV
energy above the lowest of the compared OMol25 structures with the same formula, charge and spin: 33.1 kcal/mol

The geometry in XYZ format:
```
51
Properties=species:S:1:pos:R:3:lowdin_charge:R:1
C 1.47761 4.44973 -5.97502 -0.06
C 1.22365 5.60188 -5.00669 -0.25
O 0.19893 5.31763 -4.07686 -0.06
C 0.45112 4.48888 -3.02451 -0.27
C 1.68693 3.95064 -2.68394 -0.01
C 1.81710 3.13622 -1.57409 0.01
C 0.72228 2.83836 -0.76968 -0.18
C -0.51723 3.38026 -1.11071 -0.01
C -0.64723 4.18882 -2.21889 0.00
H -1.60483 4.60975 -2.48180 0.12
H -1.39166 3.18101 -0.51272 0.10
N 0.84684 2.00820 0.35623 0.02
C 2.00174 1.68618 0.99230 -0.43
O 3.12166 2.05558 0.72110 0.07
C 1.65517 0.77581 2.16664 -0.03
H 1.73124 1.36275 3.08458 0.13
C 0.22024 0.32615 1.89642 -0.18
C 0.16788 -1.04026 1.20094 -0.46
O -0.32670 -1.20873 0.10406 0.06
N 0.70774 -2.03470 1.92666 0.08
H 1.01201 -1.85797 2.87100 0.15
C 0.74145 -3.42249 1.48069 -0.10
C -0.21545 -4.27574 2.24218 -0.24
C 0.03340 -5.03934 3.35712 -0.05
C -1.17921 -5.63949 3.73529 -0.05
C -2.13629 -5.22032 2.84554 -0.30
N -1.54716 -4.38166 1.94489 -0.06
C -2.23916 -3.76684 0.84557 0.00
H -1.64054 -2.96991 0.40962 0.07
H -2.46205 -4.50424 0.06916 0.10
H -3.18072 -3.33850 1.19261 0.10
C -3.58258 -5.56137 2.78027 -0.03
H -4.20438 -4.67396 2.90871 0.08
H -3.83549 -6.01375 1.82088 0.08
H -3.82348 -6.26657 3.57063 0.08
H -1.33288 -6.30363 4.56261 0.10
H 0.98459 -5.16168 3.83750 0.10
H 1.75461 -3.80631 1.62952 0.13
H 0.51894 -3.41314 0.41166 0.12
C -0.32648 1.41963 0.97360 -0.10
H -0.88366 2.17406 1.54107 0.13
H -0.97306 0.98227 0.20700 0.13
H -0.36809 0.24927 2.81469 0.15
H 2.37696 -0.03802 2.22390 0.12
H 2.78492 2.73434 -1.32767 0.10
H 2.56844 4.15405 -3.27089 0.11
H 2.14811 5.88805 -4.48989 0.12
H 0.85503 6.47295 -5.55634 0.12
H 1.81453 3.56307 -5.44372 0.07
H 0.55966 4.20435 -6.50321 0.08
H 2.23559 4.73872 -6.69802 0.08
```


Below is C20H25N3O4S in the gas phase in a non-equilibrium geometry, with properties calculated with ωB97M-V/def2-TZVPD.

Summary:
SMILES: COCC(=O)N1CCC(Oc2ccc(C(=O)N(C)Cc3nccs3)cc2)CC1
F_max: 0.0226 hartree/bohr
frontier orbital gap: 8.89 eV
energy above the lowest of the compared OMol25 structures with the same formula, charge and spin: 64.5 kcal/mol

The geometry in XYZ format:
```
53
Properties=species:S:1:pos:R:3:lowdin_charge:R:1
C -7.47186 -1.74417 -0.39942 -0.10
H -7.50888 -1.83059 -1.49368 0.09
O -6.21400 -2.15291 0.09158 -0.17
C -5.12643 -1.44810 -0.43636 -0.15
H -5.16935 -1.44581 -1.53928 0.13
C -5.03378 0.00032 0.06149 -0.41
O -5.87092 0.48545 0.79381 0.07
N -3.97982 0.72444 -0.39562 -0.06
C -2.85462 0.24141 -1.16010 -0.14
H -3.05008 -0.75166 -1.55796 0.11
C -1.59405 0.22292 -0.29183 -0.10
H -0.74348 -0.14017 -0.87070 0.10
H -1.73968 -0.45076 0.55486 0.13
C -1.31884 1.63059 0.25263 -0.33
C -2.54981 2.12518 1.01322 -0.09
C -3.78100 2.06941 0.11097 -0.13
H -4.67650 2.34683 0.66824 0.12
H -3.65776 2.75078 -0.73828 0.13
H -2.38379 3.14479 1.36023 0.13
H -2.70190 1.48876 1.88569 0.13
O -0.23679 1.62958 1.16508 -0.01
C 1.03909 1.48987 0.71507 -0.27
C 1.44131 1.52801 -0.61645 -0.03
C 2.77372 1.34295 -0.94365 -0.04
C 3.72205 1.10919 0.04031 -0.17
C 3.32916 1.13539 1.37572 -0.02
C 2.00525 1.31397 1.70877 0.01
H 1.68451 1.31606 2.73842 0.12
H 4.07043 0.99109 2.14678 0.13
C 5.16389 0.87516 -0.28319 -0.43
O 6.02980 1.68138 -0.00781 0.08
N 5.43500 -0.30685 -0.90002 -0.09
C 6.81160 -0.67370 -1.14322 -0.03
H 6.96366 -0.90326 -2.19983 0.09
H 7.43156 0.17639 -0.86448 0.09
H 7.09010 -1.53739 -0.53626 0.10
C 4.42378 -1.30914 -1.16544 -0.15
C 3.66863 -1.70251 0.06124 -0.58
N 4.19839 -1.97045 1.19735 0.06
C 3.27671 -2.29441 2.13146 -0.24
C 1.98999 -2.29096 1.69956 -0.38
S 1.91851 -1.85444 0.03936 1.05
H 1.09603 -2.51746 2.24293 0.06
H 3.60550 -2.53138 3.12637 0.10
H 3.71249 -0.96295 -1.92372 0.11
H 4.93658 -2.19113 -1.56215 0.13
H 3.07188 1.38535 -1.98162 0.13
H 0.73319 1.70053 -1.41167 0.11
H -1.11473 2.32038 -0.58005 0.15
H -2.70058 0.92420 -2.00588 0.13
H -4.24189 -2.00169 -0.10785 0.13
H -7.70297 -0.71755 -0.10797 0.08
H -8.19932 -2.42092 0.04331 0.09
```


Which value of frontier orbital gap does entry 1 give? 9.38 eV